Entry 1:
62
Properties=species:S:1:pos:R:3:lowdin_charge:R:1 method="wB97M-V/def2-TZVPD" smiles="Cc1ccc(C)c2[nH]c(=O)c(CN(C[C@H]3CCCO3)S(=O)(=O)c3ccc4c(c3)OCCO4)cc12" total_energy_ev=-52480.141 homo_energy_ev=-8.3 orbital_gap_ev=8.6 relative_energy_kj_mol=118.2
H 2.668 -3.706 -0.376 0.118
H -6.028 -2.459 -3.833 0.134
H 0.092 3.577 2.515 0.084
O -5.515 -3.133 -0.580 -0.016
C 1.814 -3.922 -1.027 -0.180
C 1.661 2.374 0.456 0.055
H -2.648 0.055 -2.115 0.136
H 0.710 5.043 3.292 0.079
C 3.292 0.754 -0.362 -0.419
C 2.564 2.829 1.462 -0.090
C 6.183 2.068 2.449 -0.046
H -6.712 -4.018 -1.936 0.134
S -1.131 0.752 0.166 0.685
H 5.065 0.850 0.612 0.148
H 0.224 -1.272 0.875 0.127
C 0.392 -2.535 -2.367 -0.115
H -1.081 -2.592 -0.734 0.139
H 6.690 2.223 1.496 0.085
H 0.681 2.818 0.392 0.102
H 0.416 1.672 -1.851 0.125
C 1.831 -3.047 -2.292 -0.141
H 0.627 4.936 1.531 0.092
C -2.500 -0.376 -0.029 -0.284
C 0.523 -1.239 -0.177 -0.123
H 2.912 4.936 4.081 0.108
H -2.558 -0.928 2.023 0.116
H 0.296 -1.560 -2.835 0.105
N 0.015 -0.022 -0.777 -0.209
C 0.829 4.375 2.443 -0.033
C 0.990 0.858 -1.407 -0.132
C 3.851 2.256 1.488 -0.128
C -0.001 -2.503 -0.889 -0.312
C 1.987 1.393 -0.415 -0.100
C -3.029 -0.527 -1.294 0.029
C 2.211 3.803 2.419 -0.214
H -4.404 -2.591 1.658 0.126
H -6.622 -1.558 -2.405 0.141
N 4.148 1.277 0.576 0.187
H -0.242 -3.249 -2.895 0.119
C -5.765 -3.477 -1.927 -0.142
C 4.808 2.671 2.430 -0.212
H 5.157 3.977 4.072 0.111
C 4.439 3.642 3.337 -0.033
H 6.136 0.996 2.645 0.086
C -5.831 -2.218 -2.787 -0.143
C -4.538 -2.193 -0.424 -0.190
H 2.529 -2.219 -2.171 0.090
O 0.600 -3.655 -0.333 -0.097
H 2.116 -3.617 -3.173 0.109
H 6.782 2.527 3.230 0.078
O -4.589 -1.546 -2.759 -0.016
O 3.657 -0.174 -1.074 0.041
H 1.820 -4.992 -1.262 0.116
O -1.444 2.002 -0.468 -0.282
O -0.759 0.798 1.556 -0.285
H 1.613 -1.249 -0.217 0.122
C 3.160 4.192 3.339 -0.043
C -4.063 -1.430 -1.503 -0.184
H 1.515 0.297 -2.184 0.126
C -2.988 -1.090 1.048 -0.050
H -4.963 -4.129 -2.299 0.141
C -4.007 -2.002 0.848 0.025

Entry 2:
65
Properties=species:S:1:pos:R:3:lowdin_charge:R:1 method="wB97M-V/def2-TZVPD" total_energy_ev=-175175.449 homo_energy_ev="-9.6 / -9.6" orbital_gap_ev="5.3 / 5.3" relative_energy_kj_mol=0.0 charge=+1
H -3.826 -2.515 0.453 0.101
Os -0.077 -0.368 -0.015 0.986
C 1.516 0.545 4.070 0.039
C -3.604 3.259 1.525 -0.016
C -1.970 -4.662 -2.878 -0.218
H 2.886 2.868 -2.571 0.124
H 0.242 -4.121 -1.614 0.069
H 2.768 -1.150 0.924 0.084
H -0.490 -2.399 -3.207 0.063
O -0.794 -4.795 -3.662 -0.050
C -3.123 1.962 1.698 -0.148
C 3.273 -0.560 2.918 0.014
O -1.550 0.274 1.154 -0.258
H -3.398 0.076 2.678 0.117
Se -1.504 -0.477 -1.948 0.704
C -3.775 1.082 2.557 -0.015
C 3.530 -0.439 -2.438 -0.020
N 4.761 -0.460 5.450 0.186
H -0.287 0.749 2.927 0.112
H 1.594 4.239 -0.889 0.100
H -5.110 4.674 2.078 0.110
C 2.814 0.059 4.072 -0.101
H 4.521 1.197 -3.416 0.124
H 2.295 -1.817 -1.335 0.087
H 4.278 -0.950 2.825 0.117
C 3.628 0.268 5.330 -0.490
H 0.660 3.955 -2.362 0.101
H 5.008 -1.199 4.819 0.095
C -4.901 1.501 3.248 -0.064
C 0.691 3.772 -1.286 0.005
H -6.261 3.117 3.613 0.110
C 0.703 2.310 -1.009 -0.252
C 2.794 1.823 -2.311 0.024
H -3.091 3.932 0.852 0.112
C -5.380 2.792 3.075 -0.065
H -3.880 -3.037 -1.806 0.139
H -5.406 0.820 3.919 0.109
N -0.182 1.681 -0.323 -0.150
H -2.839 -4.448 -3.511 0.136
C 0.733 0.396 2.943 -0.068
H 4.196 -1.209 -2.797 0.122
N 1.177 -0.194 1.824 -0.096
H -2.191 -2.183 -3.540 0.070
H 5.296 -0.352 6.296 0.123
C -0.618 -3.889 -0.986 -0.462
C 2.473 -0.792 -1.622 -0.117
H 1.128 1.040 4.949 0.132
C 2.431 -0.662 1.829 -0.139
H -3.389 -4.424 -0.813 0.133
C -3.105 -3.410 -1.125 -0.223
C -1.923 1.513 0.976 -0.422
O -2.974 -2.582 0.014 -0.129
H -2.168 -5.583 -2.318 0.131
C -1.783 -3.495 -1.888 -0.560
O 3.248 1.057 6.167 0.087
H -0.858 -4.797 -0.429 0.080
N -1.252 2.343 0.222 0.122
H -0.178 4.228 -0.825 0.077
H -0.909 -5.524 -4.279 0.102
Se 0.077 -2.690 0.386 0.781
N 1.598 0.111 -1.150 -0.083
C 1.743 1.410 -1.509 -0.194
C -4.733 3.669 2.213 -0.062
C 3.700 0.891 -2.781 -0.017
C -1.460 -2.260 -2.733 -0.508

Entry 3:
65
Properties=species:S:1:pos:R:3:lowdin_charge:R:1 method="wB97M-V/def2-TZVPD" total_energy_ev=-81405.291 homo_energy_ev=-7.5 orbital_gap_ev=5.5 relative_energy_kj_mol=97.7
H -5.502 2.581 1.091 0.109
C -6.625 1.741 -0.519 -0.081
H -4.051 -0.442 -1.980 0.013
C 3.651 -2.923 1.220 0.008
C -6.635 1.426 -1.870 -0.088
H 2.293 -3.201 -0.431 0.097
N 3.345 -3.993 -5.231 0.093
H 0.079 -4.659 -3.068 0.099
H -5.506 1.445 -3.690 0.110
Sb -1.681 1.926 0.910 1.363
H 3.987 -3.435 -4.692 0.109
O 1.054 1.224 1.941 -0.015
H -2.627 3.868 -0.744 0.048
N 1.646 -1.700 0.825 -0.050
C -3.183 3.233 -0.054 -0.310
C 2.077 -4.196 -4.834 -0.823
C 2.034 -1.979 -3.640 0.013
H 3.728 -4.647 -5.893 0.101
C 0.491 -3.664 -2.980 -0.016
C -4.347 2.574 -0.709 -0.286
Ca -0.087 -0.429 0.036 1.178
O -0.398 -0.448 2.098 -0.252
H -3.494 -0.261 -4.620 0.005
C 0.787 0.027 2.104 -0.740
H -2.618 0.432 2.955 0.002
H 2.834 -1.604 -4.263 0.120
C 2.994 -1.189 2.737 0.071
C -3.020 -0.588 -1.667 -0.313
H -1.822 3.962 2.688 0.012
C 2.521 -2.653 0.479 -0.118
S 1.147 -5.382 -5.508 0.709
C -5.497 2.312 0.041 -0.058
H -1.982 -1.194 -4.712 -0.003
C 1.461 -1.153 -2.697 -0.146
H -2.961 -0.400 -0.591 -0.026
C -3.162 2.424 -2.944 -0.315
H 4.362 -3.684 0.927 0.116
C -5.507 1.678 -2.630 -0.072
H 1.823 -0.139 -2.571 0.121
Sb -1.750 0.739 -2.803 1.297
H -2.727 -1.619 -1.874 -0.001
H -0.780 -3.086 -1.360 0.123
O 6.077 -3.047 2.576 -0.034
H -2.091 0.390 -5.500 0.002
C 5.221 -2.408 3.204 -0.691
H -3.529 3.858 0.770 0.061
H -3.875 0.556 1.701 0.001
C -2.407 -0.193 -4.637 -0.323
C 0.005 -2.779 -2.045 -0.137
H -7.518 1.004 -2.333 0.103
C -3.121 1.106 2.266 -0.286
H -3.601 1.916 2.814 0.014
H -0.525 4.290 1.511 0.013
H 3.170 -0.612 3.635 0.134
H -0.238 3.140 2.828 0.000
C 3.902 -2.172 2.364 -0.068
H -7.499 1.555 0.092 0.104
H -3.450 2.464 -3.993 0.058
O 5.170 -1.923 4.341 -0.024
H -2.597 3.324 -2.708 0.041
C 1.537 -3.274 -3.815 -0.217
N 0.457 -1.525 -1.899 -0.146
C -4.354 2.237 -2.073 -0.314
C 1.881 -0.997 1.946 -0.206
C -0.984 3.531 2.143 -0.283

Entry 4:
69
Properties=species:S:1:pos:R:3:lowdin_charge:R:1 method="wB97M-V/def2-TZVPD" total_energy_ev=-110673.036 homo_energy_ev=-11.8 orbital_gap_ev=6.8 relative_energy_kj_mol=104.4 charge=+1
Sb -0.807 0.311 1.716 1.552
C -2.113 -2.486 1.354 -0.121
H 1.328 -6.241 -3.748 0.116
C -0.182 -1.195 4.350 -0.195
H -0.397 -1.437 5.413 0.105
H -2.001 1.758 4.309 0.065
H 0.833 -0.749 4.279 -0.076
H -4.039 0.221 1.354 0.077
N 0.245 -1.341 -1.868 -0.102
C -0.605 3.476 -2.857 -0.510
C -0.989 -1.644 0.751 -0.543
H -4.609 1.869 1.813 0.095
H -1.227 4.591 -1.474 0.116
C 4.358 0.938 1.926 -0.648
O -1.118 0.319 -1.422 -0.288
H -1.617 2.597 -0.327 -0.013
N -1.008 -0.821 -1.887 0.038
C -1.230 1.045 4.661 -0.145
C -2.565 2.124 0.001 -0.197
H -2.762 1.232 -0.631 0.082
Cl 5.335 2.338 -1.772 0.706
Cl 5.208 0.544 3.395 0.712
H -3.073 -1.936 1.287 0.071
C -0.468 -3.472 -2.912 -0.007
H -3.749 0.858 3.014 0.064
Cl 2.028 0.191 3.205 0.799
H -2.231 -0.704 3.871 0.103
Ta 0.521 1.328 -0.678 1.492
N 1.852 1.995 -4.904 0.130
H 1.125 -1.761 0.283 0.050
Cl 6.805 1.611 0.902 0.696
H 0.263 -3.341 0.212 0.097
H 3.148 -4.833 -2.800 0.117
C 0.347 -2.385 0.771 -0.130
C 0.010 3.607 -4.055 -0.178
H -2.302 3.673 -2.078 0.094
H -1.455 0.797 5.720 0.100
C -2.464 1.726 1.472 -0.545
C 1.020 2.690 -4.477 -0.297
C 2.968 0.770 1.881 -0.674
C -1.232 -0.225 3.807 -0.518
H -2.239 2.637 2.066 0.104
C 4.411 1.751 -0.421 -0.685
H -1.491 -3.109 -2.954 0.113
H 2.654 -2.583 -1.936 0.119
H 0.418 2.888 0.337 0.004
C -0.190 -4.753 -3.405 -0.051
H 0.674 -2.607 1.804 0.078
H -1.245 -1.439 -0.312 0.035
H -0.239 1.545 4.610 0.076
Cl 2.274 2.145 -2.382 0.706
C -3.792 1.128 1.942 -0.140
C 1.845 -3.183 -2.347 -0.006
C 5.069 1.421 0.793 -0.643
O 1.272 -0.547 -1.333 -0.274
C 1.110 -5.248 -3.367 -0.057
C 2.129 -4.463 -2.838 -0.048
H -2.218 -3.438 0.793 0.094
C 0.541 -2.651 -2.370 -0.187
N -1.582 4.327 -2.395 0.148
H -1.914 -2.725 2.416 0.071
O -0.498 2.656 -1.919 -0.319
H -3.385 2.860 -0.144 0.109
N -0.540 5.506 -5.728 0.181
C -0.322 4.667 -4.949 -0.175
C 3.012 1.599 -0.514 -0.394
C 2.283 1.078 0.721 -0.328
H -0.195 -2.145 3.790 0.063
H -0.995 -5.355 -3.815 0.116

Entry 5:
64
Properties=species:S:1:pos:R:3:lowdin_charge:R:1 method="wB97M-V/def2-TZVPD" total_energy_ev=-63476.521 homo_energy_ev="-14.0 / -14.0" spin_multiplicity=5 orbital_gap_ev="7.6 / 5.2" relative_energy_kj_mol=92.2 charge=+2
H -5.244 1.536 2.026 0.116
C -0.056 -2.306 3.076 -0.059
H 3.803 3.389 -3.949 0.137
H 0.043 0.933 4.330 0.079
C -3.933 -3.427 -2.564 -0.014
H -1.387 -0.134 4.274 0.097
H -2.808 1.799 1.939 0.097
H -3.739 -3.684 -3.607 0.106
C -2.435 -0.284 1.519 -0.230
C 5.444 2.275 -3.105 -0.609
C 1.762 1.802 -3.489 -0.153
O 0.839 1.003 -3.427 -0.019
H 0.157 4.685 2.743 0.120
C 4.095 2.489 -3.420 -0.005
Si -0.587 -0.111 1.285 0.574
C 1.045 4.257 0.837 -0.051
O 2.726 -0.589 -2.120 -0.041
H 0.626 -3.404 -2.298 0.122
H 1.543 2.806 -3.881 0.155
Cl 6.607 3.432 -3.523 0.856
C 0.316 3.941 1.973 -0.045
H -0.803 2.451 3.021 0.100
N 0.105 -2.735 -2.850 0.060
H -4.843 -2.644 1.175 0.111
H 2.336 -0.988 3.714 0.118
C 5.847 1.097 -2.433 -0.041
O -3.355 -2.160 -2.219 0.028
C -0.210 2.667 2.142 -0.085
H 2.134 -1.016 1.961 0.087
H 6.894 0.953 -2.202 0.131
C 1.244 3.300 -0.148 -0.062
Pd 0.611 -0.512 -1.828 1.149
C -0.296 -0.099 4.274 -0.046
C -2.067 -1.934 -2.324 -0.560
O 0.060 -1.028 0.195 -0.376
C 3.532 0.324 -2.419 -0.299
H 1.984 0.513 2.860 0.090
C 0.308 -0.844 3.116 -0.462
H 0.033 -0.594 5.196 0.120
N -1.265 -2.957 -2.721 0.038
C 3.139 1.550 -3.101 -0.097
C 1.770 -0.555 2.880 -0.055
C 0.733 2.027 0.040 -0.100
H 1.453 5.252 0.713 0.118
H -6.273 -0.676 1.624 0.116
H -5.002 -3.298 -2.432 0.109
C -5.196 -0.568 1.598 -0.051
H 5.213 -0.743 -1.569 0.142
H 0.255 -2.783 2.147 0.086
C -3.243 0.820 1.785 -0.072
H 0.892 1.263 -0.732 0.036
H -1.642 -3.846 -3.002 0.145
H -1.123 -2.467 3.233 0.089
H 0.473 -2.805 3.895 0.118
H -3.578 -4.216 -1.899 0.105
C -3.017 -1.534 1.300 -0.101
C 4.927 0.156 -2.099 0.066
C 0.008 1.686 1.175 -0.214
H 0.387 -2.791 -3.822 0.124
H -2.391 -2.393 1.088 0.104
O -1.627 -0.827 -2.061 0.015
H 1.790 3.547 -1.050 0.098
C -4.622 0.675 1.821 -0.053
C -4.395 -1.673 1.339 -0.065

Entry 6:
57
Properties=species:S:1:pos:R:3:lowdin_charge:R:1 method="wB97M-V/def2-TZVPD" total_energy_ev=-57782.014 homo_energy_ev="-14.8 / -14.8" spin_multiplicity=2 orbital_gap_ev="6.7 / 6.8" charge=+2
H 0.866 2.441 -1.345 0.139
C 2.822 -3.916 -0.321 -0.012
N -1.995 -0.216 -0.028 0.050
C -1.799 -3.874 0.568 0.044
H -2.542 -3.969 1.364 0.119
H 4.161 -4.854 1.059 0.123
H 3.393 -4.212 -1.192 0.128
H 1.276 -2.357 3.952 0.096
H -4.014 -2.611 -0.652 0.112
H -0.675 2.684 0.832 0.142
H -0.569 0.398 -1.940 0.033
H -0.841 1.740 -3.041 0.105
H 0.084 -3.597 3.619 0.100
H -4.916 0.231 1.779 0.093
C 1.825 0.481 1.177 -0.097
C 2.002 0.946 -0.144 -0.077
H 2.425 -0.266 1.675 0.139
C -3.090 2.710 -1.946 -0.009
C 1.191 -2.790 -1.869 -0.009
C -3.701 1.485 0.514 -0.205
H 2.762 0.617 -0.838 0.145
H 0.466 -3.506 -2.264 0.102
H -5.075 3.103 0.769 0.131
Cr 0.026 -0.044 0.055 0.860
C 2.541 -3.889 2.069 -0.012
H 2.027 -2.753 -2.564 0.098
C 0.997 1.915 -0.412 -0.092
H 0.290 1.016 2.714 0.140
C 0.191 2.047 0.732 -0.092
C 1.660 -3.171 -0.490 -0.208
H -2.852 3.193 -2.885 0.130
C 0.964 -2.818 0.663 -0.207
H -0.938 -4.500 0.791 0.105
C -1.413 -2.453 0.419 -0.185
C 1.373 -3.141 1.955 -0.216
H -4.526 -0.949 -0.274 0.101
C 0.604 -2.741 3.185 -0.014
H -4.254 -2.138 1.021 0.120
H 2.890 -4.173 3.054 0.131
N -0.220 -1.988 0.489 0.036
C -2.769 0.955 -0.370 -0.194
C -1.358 0.969 -2.474 -0.002
H -1.774 0.249 -3.183 0.114
C -4.052 3.254 -1.106 -0.025
C 3.256 -4.274 0.946 -0.029
C -4.341 2.657 0.110 -0.006
C -3.906 -1.780 0.048 0.029
H -2.281 -4.227 -0.347 0.118
H -4.264 1.648 2.571 0.097
H -4.570 4.158 -1.394 0.125
H -0.148 -1.976 2.988 0.066
H 0.706 -1.805 -1.910 0.051
C -2.416 1.553 -1.579 -0.206
C -4.034 0.870 1.845 -0.017
C -2.480 -1.389 0.143 -0.188
C 0.686 1.145 1.719 -0.096
H -3.219 0.272 2.258 0.080

Entry 7:
73
Properties=species:S:1:pos:R:3:lowdin_charge:R:1 method="wB97M-V/def2-TZVPD" total_energy_ev=-101210.559 homo_energy_ev="-8.1 / -8.4" spin_multiplicity=3 orbital_gap_ev="7.6 / 8.2" relative_energy_kj_mol=0.0
O 1.011 -1.028 -1.177 -0.212
N 1.588 2.385 -0.865 -0.116
F -2.699 0.693 1.738 0.101
O 1.279 -2.066 1.076 -0.146
H 1.512 -4.403 2.181 0.080
H 0.293 5.507 2.143 0.102
C -1.184 4.535 0.096 -0.159
H -3.312 -3.238 -0.352 0.071
C -3.070 0.995 -1.831 -0.141
C -4.034 0.034 -2.068 -0.162
C 3.200 0.795 -0.083 -0.158
H -0.380 -2.743 3.961 0.095
H -0.202 -4.966 -1.519 0.094
C 1.267 4.644 -0.230 -0.158
C -1.221 -3.182 -0.898 -0.598
H -2.806 3.786 -1.090 0.133
H 2.147 4.670 0.413 0.122
O -1.030 -2.056 0.017 -0.155
F -2.585 1.689 -2.873 0.108
H 2.967 -3.425 2.429 0.090
N -1.616 2.229 -0.277 -0.112
C -0.012 -4.106 -0.877 -0.027
C -4.039 -0.509 0.256 -0.153
H 2.764 -0.977 2.951 0.081
F -5.433 -1.672 -1.249 0.120
C 3.030 1.134 -2.414 -0.145
C 3.951 0.131 -2.629 -0.133
H -2.671 -4.766 -0.973 0.095
C 1.588 3.737 -1.411 -0.181
F -4.505 -1.244 1.268 0.124
P 0.328 -1.234 0.111 0.307
H 2.566 4.005 -1.816 0.131
F 4.312 -0.199 -3.869 0.130
H -1.239 3.611 -1.857 0.102
H 1.287 4.050 2.345 0.092
H -1.849 4.570 0.959 0.122
H -2.265 -4.232 0.670 0.084
N 0.149 4.073 0.571 -0.288
H 0.878 -3.592 -1.241 0.083
C -2.445 -3.898 -0.352 -0.011
V 0.217 1.864 0.322 1.087
C -1.758 3.541 -0.894 -0.213
F -4.479 -0.190 -3.307 0.122
H -2.330 -1.970 -2.287 0.072
O -0.083 0.052 0.871 -0.353
C 4.485 -0.556 -1.553 -0.131
H 1.924 -3.830 3.809 0.091
H -1.111 5.543 -0.325 0.126
H -0.766 -3.351 2.344 0.076
C 2.624 1.493 -1.134 -0.181
C -1.476 -2.649 -2.300 -0.007
F 5.370 -1.532 -1.755 0.132
C 4.105 -0.224 -0.268 -0.142
H -0.923 -1.625 2.699 0.080
H -0.601 -2.114 -2.664 0.081
F 2.472 1.752 -3.463 0.118
C -0.329 -2.518 2.895 -0.021
H -0.470 3.967 2.582 0.095
C -2.572 1.254 -0.555 -0.167
F 2.793 1.108 1.172 0.074
C 1.734 -1.140 3.269 -0.027
C -4.518 -0.725 -1.022 -0.162
H 0.178 -4.466 0.136 0.077
C 0.325 4.423 1.993 -0.064
H 0.865 3.848 -2.221 0.109
H 1.040 5.670 -0.537 0.126
H 1.160 -0.233 3.089 0.070
H 1.725 -1.356 4.338 0.092
C 1.935 -3.574 2.749 -0.022
C 1.129 -2.309 2.502 -0.608
F 4.611 -0.884 0.775 0.126
H -1.702 -3.476 -2.975 0.095
C -3.097 0.472 0.479 -0.160